C3H3NO2S in the gas phase at a distorted geometry. Source: the OMol25 dataset; level of theory: ωB97M-V/def2-TZVPD.

Its relative energy (zero: lowest compared OMol25 entry of this formula, charge and spin) is 238.2 kJ/mol. Its structure (SMILES) is Oc1coc(=S)[nH]1. Its HOMO-LUMO gap is 7.966 eV. The electronic energy is -19578.3074 eV. The HOMO energy is -8.0 eV.

Geometry as ORCA input:
```
! wB97M-V def2-TZVPD RIJCOSX def2/J DEFGRID3
* xyz 0 1
O 2.613 -0.887 0.066
C 1.541 -0.173 -0.109
C 1.172 1.143 0.022
O -0.183 1.342 -0.050
C -0.767 0.170 -0.025
S -2.372 -0.357 0.062
N 0.244 -0.688 -0.098
H 3.292 -0.280 0.504
H 1.777 1.960 0.096
H 0.059 -1.632 -0.368
*
```

Atomic partial charges in e from the Mulliken method, atoms 1 to 2:
1 O -0.50
2 C 0.46


2 unconnected molecules or ions with the total composition C29H32N3 at a distorted geometry. Source: the OMol25 dataset; level of theory: ωB97M-V/def2-TZVPD.

Its relative energy (zero: lowest compared OMol25 entry of this formula, charge and spin) is 47.9 kJ/mol. Its HOMO-LUMO gap is 5.764 eV. The electronic energy is -35057.5318 eV. The HOMO energy is -10.0 eV.

Geometry as ORCA input:
```
! wB97M-V def2-TZVPD RIJCOSX def2/J DEFGRID3
* xyz 1 1
C -7.491 -0.885 -3.147
C -5.993 -0.903 -3.068
C -5.282 0.304 -3.012
C -3.896 0.314 -2.873
C -3.187 -0.903 -2.770
N -1.843 -0.913 -2.419
C -3.892 -2.119 -2.915
C -5.279 -2.111 -3.042
H -7.893 -1.902 -3.167
H -7.929 -0.364 -2.286
H -7.840 -0.362 -4.045
H -5.833 1.245 -3.066
H -3.344 1.255 -2.828
H -1.309 -1.730 -2.702
H -1.335 -0.037 -2.501
H -3.338 -3.059 -2.897
H -5.832 -3.050 -3.112
C -4.224 -0.430 3.051
N -2.884 -0.249 2.523
C -2.466 -0.670 1.304
C -1.080 -0.388 1.142
C -0.325 -0.712 0.012
C 1.059 -0.333 -0.160
C 1.504 0.995 0.077
C 2.842 1.350 0.013
C 3.821 0.364 -0.304
N 5.147 0.696 -0.357
C 5.570 2.082 -0.353
C 4.737 2.909 0.608
C 3.250 2.761 0.294
C 6.118 -0.207 -0.943
C 5.841 -1.643 -0.542
C 4.405 -2.031 -0.888
C 3.398 -0.971 -0.571
C 2.048 -1.277 -0.550
C -0.658 0.231 2.419
C 0.555 0.593 2.994
C 0.568 1.175 4.274
C -0.612 1.317 5.023
C -1.835 0.865 4.502
C -1.822 0.333 3.220
H -4.281 0.037 4.035
H -4.963 0.028 2.384
H -4.467 -1.496 3.147
H -3.133 -1.162 0.601
H -0.761 -1.446 -0.656
H 0.769 1.763 0.330
H 6.630 2.102 -0.072
H 5.489 2.502 -1.374
H 4.933 2.584 1.636
H 5.039 3.956 0.524
H 3.003 3.386 -0.579
H 2.659 3.154 1.131
H 6.102 -0.118 -2.046
H 7.112 0.112 -0.602
H 6.546 -2.297 -1.060
H 6.007 -1.759 0.536
H 4.352 -2.267 -1.962
H 4.144 -2.954 -0.357
H 1.730 -2.300 -0.768
H 1.483 0.414 2.453
H 1.513 1.522 4.695
H -0.578 1.770 6.013
H -2.771 0.930 5.054
*
```

Atomic partial charges in e from the Mulliken method, atoms 1 to 2:
1 C -1.35
2 C 0.65